Record 1
The following is a DFT calculation (ωB97M-V with the def2-TZVPD basis set) of a structure of composition C42H64N6O3STi at a distorted geometry.

Properties
Highest occupied orbital energy (alpha / beta) ... -0.12 / -0.12 eV
ΔE to the lowest compared entry with this formula, charge and spin ... 42.6 kJ/mol
Charge ... -2
HOMO-LUMO gap (alpha / beta) ... 4.096 / 4.104 eV
E_tot ... -3440.87757 a.u.

Geometry as XYZ:
```
117
C42H64N6O3STi, DFT ωB97M-V with the def2-TZVPD basis set
Ti -0.02 2.28 -0.10
C 4.36 0.61 -1.87
N 3.09 1.26 -2.10
C 3.27 2.66 -2.43
C 2.31 0.55 -3.09
C 0.81 0.83 -3.09
N 0.02 0.34 -1.94
C 0.42 -1.00 -1.52
C 1.54 -1.17 -0.52
C 2.21 -2.39 -0.54
C 3.19 -2.73 0.38
C 3.48 -1.79 1.37
C 2.84 -0.56 1.45
C 1.85 -0.22 0.47
O 1.35 0.97 0.47
C 3.20 0.47 2.53
C 3.69 1.77 1.88
C 1.97 0.76 3.42
C 4.31 -0.04 3.46
C 3.95 -4.06 0.35
C 3.75 -4.81 1.68
C 5.45 -3.79 0.15
C 3.47 -4.97 -0.78
C -1.39 0.32 -2.37
C -2.34 -0.29 -1.37
C -3.28 -1.21 -1.82
C -4.13 -1.89 -0.96
C -3.95 -1.67 0.40
C -3.03 -0.77 0.92
C -2.24 0.00 0.01
O -1.42 0.90 0.46
C -2.80 -0.63 2.43
C -1.34 -0.97 2.75
C -3.12 0.80 2.89
C -3.68 -1.59 3.23
C -5.15 -2.88 -1.53
C -5.98 -3.56 -0.44
C -4.43 -3.98 -2.33
C -6.11 -2.14 -2.47
H 4.99 0.56 -2.78
H 4.19 -0.41 -1.50
H 4.91 1.15 -1.11
H 3.88 2.78 -3.35
H 3.76 3.16 -1.60
H 2.32 3.16 -2.58
H 2.48 -0.52 -2.95
H 2.67 0.78 -4.11
H 0.42 0.34 -4.00
H 0.62 1.89 -3.22
H 0.65 -1.61 -2.42
H -0.46 -1.48 -1.08
H 1.94 -3.09 -1.33
H 4.24 -2.03 2.10
H 2.93 2.18 1.22
H 4.61 1.59 1.32
H 3.92 2.50 2.66
H 1.15 1.15 2.82
H 2.24 1.51 4.18
H 1.64 -0.15 3.93
H 5.24 -0.24 2.92
H 4.01 -0.96 3.99
H 4.52 0.72 4.21
H 4.11 -4.22 2.52
H 4.29 -5.76 1.67
H 2.69 -5.02 1.84
H 5.85 -3.17 0.95
H 5.62 -3.27 -0.79
H 6.01 -4.73 0.14
H 2.41 -5.20 -0.68
H 4.03 -5.91 -0.75
H 3.63 -4.51 -1.76
H -1.48 -0.27 -3.30
H -1.67 1.34 -2.65
H -3.32 -1.40 -2.89
H -4.56 -2.23 1.10
H -0.66 -0.31 2.21
H -1.11 -2.00 2.48
H -1.16 -0.84 3.83
H -2.51 1.52 2.37
H -2.94 0.89 3.96
H -4.18 1.03 2.70
H -3.49 -2.63 2.98
H -4.75 -1.39 3.08
H -3.47 -1.46 4.30
H -5.35 -4.13 0.24
H -6.70 -4.24 -0.89
H -6.54 -2.82 0.15
H -3.74 -4.53 -1.68
H -3.85 -3.55 -3.15
H -5.16 -4.68 -2.75
H -6.65 -1.36 -1.92
H -6.84 -2.83 -2.90
H -5.57 -1.66 -3.28
N -0.74 4.12 -4.92
C -0.55 4.25 -3.52
S 0.57 5.44 -3.01
N -1.30 3.43 -2.85
N -1.12 3.37 -1.46
C -2.28 3.56 -0.81
C -2.27 3.68 0.58
C -3.41 4.02 1.38
C -3.25 4.35 2.68
C -1.95 4.31 3.27
C -0.91 3.85 2.49
N -1.06 3.48 1.21
H -0.54 4.99 -5.38
H -1.64 3.73 -5.14
H -3.20 3.65 -1.38
H -4.39 4.03 0.91
H -4.10 4.63 3.29
H -1.78 4.58 4.30
H 0.08 3.70 2.90
C 1.58 4.78 0.32
O 1.42 3.45 -0.02
H 2.35 5.26 -0.31
H 1.91 4.87 1.37
H 0.66 5.36 0.19
```

=====

Record 2
The following is a DFT calculation (ωB97M-V with the def2-TZVPD basis set) of a cluster of 6 separate species, C44H52N6O15SSi in total at a distorted geometry.

Properties
Highest occupied orbital energy ... -8.40 eV
Charge ... 0
HOMO-LUMO gap ... 7.489 eV
E_tot ... -3852.20358 a.u.

Geometry as XYZ:
```
119
C44H52N6O15SSi, DFT ωB97M-V with the def2-TZVPD basis set
C -1.79 -2.04 1.01
C -2.79 -0.92 1.37
S -4.04 -0.88 0.05
C -5.35 0.17 0.74
C -6.15 1.00 -0.28
C -6.33 2.35 0.49
C -5.11 3.26 0.33
N -5.02 4.15 1.53
O -5.46 1.43 -1.48
C -6.45 1.86 -2.30
O -6.30 2.41 -3.37
O -7.69 1.59 -1.77
C -7.46 0.49 -0.81
C -7.52 -0.77 -1.74
C -6.22 -1.48 -2.10
O -6.38 -2.09 -3.42
C -5.40 -1.66 -4.26
O -4.51 -2.38 -4.66
Si -8.94 0.21 0.39
C -10.48 0.01 -0.68
C -9.28 1.64 1.57
C -8.77 -1.38 1.38
H -0.94 -1.56 0.54
H -2.21 -2.74 0.29
H -1.51 -2.55 1.92
H -3.24 -1.06 2.35
H -2.27 0.02 1.33
H -4.84 0.87 1.39
H -6.03 -0.37 1.38
H -7.19 2.92 0.15
H -6.46 2.20 1.55
H -4.19 2.68 0.28
H -5.19 3.89 -0.54
H -4.41 3.67 2.18
H -4.48 4.96 1.26
H -8.19 -1.52 -1.33
H -7.99 -0.46 -2.67
H -6.04 -2.31 -1.42
H -5.35 -0.84 -2.14
H -5.43 -0.61 -4.59
H -10.56 -1.02 -1.00
H -11.35 0.20 -0.06
H -10.46 0.67 -1.55
H -8.44 1.92 2.19
H -10.05 1.28 2.26
H -9.67 2.48 1.01
H -9.52 -1.34 2.17
H -9.03 -2.24 0.78
H -7.80 -1.54 1.84
C 4.73 -3.75 -1.26
C 4.06 -2.62 -1.73
C 3.04 -2.07 -1.00
C 2.69 -2.64 0.21
C 3.33 -3.77 0.70
C 4.36 -4.32 -0.05
N 1.61 -2.04 1.00
O 1.06 -1.06 0.53
O 1.33 -2.54 2.06
H 5.54 -4.18 -1.84
H 4.35 -2.18 -2.68
H 2.52 -1.20 -1.37
H 3.05 -4.21 1.64
H 4.88 -5.19 0.32
C 10.87 -3.13 -1.64
C 10.67 -2.58 -0.38
C 9.71 -3.12 0.47
C 8.97 -4.21 0.04
C 9.16 -4.77 -1.21
C 10.11 -4.22 -2.05
N 7.98 -4.79 0.95
O 7.82 -4.27 2.03
O 7.36 -5.76 0.56
H 11.62 -2.72 -2.30
H 11.26 -1.73 -0.07
H 9.55 -2.69 1.44
H 8.57 -5.62 -1.53
H 10.27 -4.65 -3.03
C 14.03 3.05 0.77
C 14.11 3.22 -0.61
C 14.17 2.11 -1.44
C 14.14 0.85 -0.87
C 14.07 0.67 0.50
C 14.02 1.78 1.32
N 14.18 -0.33 -1.75
O 14.26 -0.15 -2.94
O 14.12 -1.43 -1.22
H 13.98 3.92 1.41
H 14.13 4.21 -1.04
H 14.23 2.23 -2.51
H 14.05 -0.33 0.93
H 13.96 1.65 2.39
C -6.04 3.74 7.27
C -5.90 3.98 5.91
C -5.93 2.92 5.01
C -6.11 1.64 5.50
C -6.25 1.38 6.85
C -6.21 2.45 7.74
N -6.17 0.52 4.55
O -6.02 0.77 3.37
O -6.37 -0.59 4.99
H -6.02 4.57 7.96
H -5.77 4.99 5.54
H -5.83 3.11 3.95
H -6.38 0.37 7.21
H -6.32 2.26 8.80
C -0.42 2.60 -4.97
C -0.07 1.27 -5.13
C 1.17 0.82 -4.68
C 2.03 1.72 -4.08
C 1.70 3.05 -3.93
C 0.47 3.49 -4.38
N 3.33 1.24 -3.58
O 3.59 0.06 -3.75
O 4.05 2.04 -3.03
H -1.38 2.95 -5.32
H -0.76 0.58 -5.59
H 1.44 -0.22 -4.80
H 2.39 3.74 -3.46
H 0.20 4.53 -4.26
```

=====

Record 3
The following is a DFT calculation (ωB97M-V with the def2-TZVPD basis set) of a structure of composition H2NaS.

Properties
Highest occupied orbital energy ... -14.48 eV
Charge ... +1
HOMO-LUMO gap ... 9.363 eV
E_tot ... -561.46036 a.u.

Geometry as XYZ:
```
4
H2NaS, DFT ωB97M-V with the def2-TZVPD basis set
S -0.01 -0.11 0.23
H -0.09 -1.40 0.63
H 0.01 0.33 1.50
Na 0.09 1.17 -2.35
```

=====

Record 4
The following is a DFT calculation (ωB97M-V with the def2-TZVPD basis set) of a structure of composition C5H5N6O2S2 at a distorted geometry.

Properties
Highest occupied orbital energy ... -5.71 eV
ΔE to the lowest compared entry with this formula, charge and spin ... 21.5 kJ/mol
Charge ... -1
HOMO-LUMO gap ... 8.656 eV
E_tot ... -1468.86504 a.u.

Geometry as XYZ:
```
20
C5H5N6O2S2, DFT ωB97M-V with the def2-TZVPD basis set
C -0.67 1.32 -1.61
C 0.92 1.17 -3.03
C 0.28 0.90 -0.72
C 1.36 -0.39 1.36
C -1.81 -1.26 0.57
N 2.24 -2.19 1.61
N -0.26 1.50 -2.85
N 1.13 -1.62 1.11
N 2.49 -0.04 1.89
N 2.99 -1.21 2.09
N 0.20 0.83 0.61
O -1.03 0.16 2.62
O -2.27 1.29 0.76
S 1.76 0.70 -1.56
S -1.23 0.39 1.22
H -1.68 1.58 -1.46
H 1.40 1.41 -3.93
H -1.52 -2.00 1.21
H -2.94 -1.15 0.60
H -1.34 -1.40 -0.48
```

=====

Record 5
The following is a DFT calculation (ωB97M-V with the def2-TZVPD basis set) of a structure of composition C28H48Cl2CoN4O5Si at a distorted geometry.

Properties
Highest occupied orbital energy (alpha / beta) ... -0.25 / -1.97 eV
ΔE to the lowest compared entry with this formula, charge and spin ... 250.8 kJ/mol
Charge ... -1
HOMO-LUMO gap (alpha / beta) ... 2.884 / 4.587 eV
E_tot ... -4283.42220 a.u.
2S+1 ... 5

Geometry as XYZ:
```
89
C28H48Cl2CoN4O5Si, DFT ωB97M-V with the def2-TZVPD basis set
C -1.67 -0.33 -4.82
C -1.22 -1.43 -3.94
H -1.00 -0.24 -5.68
H -1.68 0.61 -4.27
H -2.67 -0.51 -5.23
C -0.52 -2.49 -4.40
C -0.10 -2.69 -5.80
H -0.30 -3.32 -3.74
H 0.44 -1.83 -6.20
H -0.95 -2.90 -6.47
H 0.57 -3.55 -5.84
Co 1.59 1.13 0.30
Cl -2.22 3.36 -0.38
C 0.68 -2.35 2.33
O 1.53 -1.45 2.36
N 0.71 -3.48 3.07
C 1.90 -3.84 3.81
C -0.44 -4.34 3.21
H -0.21 -2.27 1.68
H 2.59 -3.00 3.83
H 2.39 -4.71 3.35
H 1.61 -4.12 4.83
H -1.33 -3.82 2.85
H -0.58 -4.61 4.26
H -0.33 -5.26 2.63
H 1.02 2.32 5.27
H -0.55 4.29 5.20
C 1.46 2.63 4.32
C -0.15 4.55 4.21
N 0.47 3.37 3.55
H 1.73 1.76 3.72
C 0.42 3.24 2.23
O 1.23 2.48 1.59
H -0.98 4.93 3.59
H -0.33 3.84 1.70
H 2.34 3.26 4.47
H 0.58 5.37 4.36
H 3.05 -0.04 -3.20
H 2.90 -3.13 -2.69
C 3.84 -0.21 -2.46
C 3.76 -2.70 -2.13
N 3.48 -1.35 -1.62
H 3.95 0.65 -1.78
C 3.07 -1.20 -0.35
O 3.07 -0.11 0.29
H 3.97 -3.35 -1.26
H 2.71 -2.14 0.12
H 4.78 -0.46 -2.97
H 4.66 -2.65 -2.77
O -2.51 -0.41 -2.13
C -1.72 -1.39 -2.50
C 0.15 -2.67 -1.43
C -1.23 -2.38 -1.50
H 0.82 -1.99 -1.93
C 0.60 -3.84 -0.81
H -2.93 -1.41 -2.51
C -2.14 -3.17 -0.79
H 1.65 -4.10 -0.82
C -0.34 -4.69 -0.23
C -1.70 -4.34 -0.18
H -3.22 -2.93 -0.77
H -0.02 -5.65 0.19
H -2.42 -4.99 0.32
Si -1.18 4.80 -1.48
Cl 1.03 0.36 -1.61
C 0.63 4.80 -0.87
C -1.93 6.42 -0.97
C -1.14 4.29 -3.27
H 0.93 3.93 -0.27
H 0.79 5.71 -0.27
H 1.28 4.87 -1.76
H -0.08 4.28 -3.60
H -1.69 5.05 -3.84
H -1.58 3.30 -3.45
H -2.91 6.27 -0.50
H -2.02 7.04 -1.87
H -1.25 6.90 -0.25
O -0.53 0.34 0.75
N -1.30 0.52 1.80
C -2.64 0.70 1.58
C -3.44 1.01 2.66
C -2.95 0.92 3.95
C -1.61 0.58 4.15
C -0.79 0.38 3.06
H -2.96 0.68 0.54
H -4.47 1.30 2.45
H -3.60 1.07 4.80
H -1.16 0.44 5.14
H 0.28 0.15 3.12
```

=====

Record 6
The following is a DFT calculation (ωB97M-V with the def2-TZVPD basis set) of a cluster of 11 separate species, BF4H20O10 in total at a distorted geometry.

Properties
Highest occupied orbital energy ... -7.25 eV
ΔE to the lowest compared entry with this formula, charge and spin ... 98.5 kJ/mol
Charge ... -1
HOMO-LUMO gap ... 9.514 eV
E_tot ... -1189.05312 a.u.

Geometry as XYZ:
```
35
BF4H20O10, DFT ωB97M-V with the def2-TZVPD basis set
B 0.04 -0.28 -0.27
F 1.03 -0.80 -1.10
F 0.34 -0.38 1.10
F 0.05 1.12 -0.57
F -1.14 -0.87 -0.69
O -3.54 -2.22 -1.58
H -3.45 -3.10 -1.22
H -2.64 -1.84 -1.53
O 3.79 -2.43 -1.22
H 4.34 -1.71 -0.90
H 3.11 -2.53 -0.54
O -3.04 1.16 -0.33
H -2.83 2.11 -0.49
H -2.19 0.71 -0.35
O 2.35 1.38 -2.46
H 2.00 0.88 -1.70
H 1.65 2.00 -2.67
O -1.61 3.43 -0.58
H -1.80 4.15 0.03
H -0.92 2.90 -0.14
O 3.20 -0.34 0.86
H 2.96 -0.82 1.65
H 2.37 0.07 0.58
O -2.97 -1.42 1.83
H -2.06 -1.70 1.91
H -2.95 -0.47 1.99
O -0.72 0.40 -3.52
H -0.47 1.29 -3.26
H -0.35 -0.16 -2.83
O 2.08 -1.78 3.50
H 1.90 -2.18 4.35
H 1.30 -1.97 2.96
O -0.29 1.92 2.27
H 0.30 1.28 1.85
H 0.18 2.20 3.06
```

=====

Record 7
The following is a DFT calculation (ωB97M-V with the def2-TZVPD basis set) of the molecule C5H10O.

Properties
Highest occupied orbital energy ... -9.85 eV
ΔE to the lowest compared entry with this formula, charge and spin ... 34.5 kJ/mol
Charge ... 0
HOMO-LUMO gap ... 10.921 eV
E_tot ... -271.73946 a.u.

Geometry as XYZ:
```
16
C5H10O, DFT ωB97M-V with the def2-TZVPD basis set
C -2.37 0.35 -0.03
C -1.13 -0.53 0.01
C 0.17 0.28 0.00
C 1.44 -0.57 0.03
C 2.67 0.32 0.00
O 2.61 1.53 -0.06
H -3.29 -0.25 -0.02
H -2.41 1.03 0.84
H -2.39 0.97 -0.93
H -1.16 -1.16 0.91
H -1.14 -1.22 -0.85
H 0.20 0.91 -0.90
H 0.18 0.97 0.85
H 1.48 -1.27 -0.81
H 1.47 -1.20 0.94
H 3.67 -0.16 0.03
```

=====

Record 8
The following is a DFT calculation (ωB97M-V with the def2-TZVPD basis set) of a cluster of 2 separate species, C4H12N2O in total at a distorted geometry.

Properties
Highest occupied orbital energy ... -7.56 eV
ΔE to the lowest compared entry with this formula, charge and spin ... 151.8 kJ/mol
Charge ... 0
HOMO-LUMO gap ... 8.349 eV
E_tot ... -344.32719 a.u.

Geometry as XYZ:
```
19
C4H12N2O, DFT ωB97M-V with the def2-TZVPD basis set
C 2.24 0.33 0.91
C 1.02 1.23 0.80
C -0.05 0.69 -0.07
C -0.22 0.95 -1.38
N -0.94 0.15 -2.28
N -1.04 -0.19 0.52
H 2.53 -0.16 -0.02
H 3.13 0.83 1.31
H 1.99 -0.49 1.60
H 0.65 1.49 1.79
H 1.34 2.19 0.37
H 0.14 1.90 -1.74
H -1.35 0.71 -3.02
H -1.74 -0.31 -1.84
H -0.87 -0.24 1.51
H -2.01 0.08 0.41
H -2.03 -3.60 0.01
H -1.35 -2.31 0.46
O -1.44 -3.26 0.66
```